Entry 1:
C4H7NO2 in the gas phase. Source: the OMol25 dataset; level of theory: the ωB97M-V functional and the def2-TZVPD basis.

SMILES	CNC(=O)C(C)=O
ΔE to the lowest compared entry with this formula, charge and spin	57.14	kcal/mol
orbital gap	0.2981	Eh

Cartesian coordinates (Å):
O: -0.586 0.930 1.035
O: 1.903 -1.194 0.135
N: -0.440 -1.270 0.563
C: 0.536 0.799 0.417
C: 0.837 -0.613 0.206
C: 1.245 1.872 -0.331
C: -1.634 -1.215 -0.248
H: -2.483 -0.994 0.404
H: 2.318 1.668 -0.346
H: 0.878 1.910 -1.362
H: 1.089 2.855 0.124
H: -1.547 -0.439 -1.010
H: -1.784 -2.196 -0.710
H: -0.331 -2.114 1.122


Entry 2:
A molecular structure, C22H32N4O4PSTi. Source: the OMol25 dataset; level of theory: the ωB97M-V functional and the def2-TZVPD basis.

charge	+3
ΔE to the lowest compared entry with this formula, charge and spin	2.91	kcal/mol
orbital gap	0.2612	Eh

Cartesian coordinates (Å):
Ti: 0.018 1.281 -0.200
S: 1.721 0.261 -1.853
P: 0.991 -0.851 0.923
O: 3.531 1.998 0.541
O: -3.573 1.196 1.912
O: 1.331 1.798 0.945
O: -1.769 0.954 0.570
N: 0.506 2.954 -1.560
N: -0.971 3.363 1.105
N: -2.195 2.900 1.610
N: -1.159 0.771 -2.112
C: 2.228 1.680 -2.883
C: -0.140 -4.235 -0.954
C: 2.248 -4.089 -1.245
C: 1.083 -2.385 -0.008
C: 2.646 1.306 0.902
C: -4.002 -0.200 1.777
C: 1.838 2.993 -2.228
C: -0.216 -2.712 4.320
C: -0.355 -0.147 3.255
C: 0.222 -1.182 2.513
C: -0.798 -1.684 5.047
C: 0.295 -2.468 3.053
C: -1.038 1.848 -3.133
C: -0.675 3.150 -2.445
C: 1.046 -4.748 -1.469
C: 2.662 -0.162 1.263
C: 2.272 -2.909 -0.515
C: -2.509 1.628 1.352
C: -0.862 -0.399 4.518
C: -0.125 -3.059 -0.224
C: -0.839 -0.576 -2.636
C: 0.647 -0.726 -2.954
H: -1.104 4.307 0.747
H: -1.967 1.960 -3.693
H: -0.360 0.869 2.877
H: -1.423 -0.795 -3.534
H: -3.165 -0.812 1.455
H: 0.900 -0.426 -3.970
H: 0.533 3.738 -0.913
H: -1.071 -4.764 -1.106
H: 2.565 3.247 -1.457
H: -0.274 1.564 -3.852
H: 1.851 3.790 -2.975
H: 1.034 -5.672 -2.031
H: -4.823 -0.220 1.068
H: -0.485 3.944 -3.171
H: -0.153 -3.707 4.739
H: -2.129 0.740 -1.805
H: 3.173 -4.502 -1.625
H: 3.223 -2.424 -0.341
H: -1.048 -2.685 0.209
H: -1.505 3.479 -1.813
H: -1.192 -1.879 6.036
H: 0.744 -3.279 2.495
H: 1.810 1.549 -3.878
H: 3.312 1.625 -2.976
H: 0.953 -1.765 -2.836
H: 2.876 -0.270 2.330
H: -1.291 0.405 5.101
H: -1.125 -1.300 -1.873
H: -0.296 3.417 1.868
H: 3.467 -0.647 0.715
H: -2.747 3.449 2.259
H: -4.344 -0.487 2.766


Entry 3:
C3H5FN2 in the gas phase. Source: the OMol25 dataset; level of theory: the ωB97M-V functional and the def2-TZVPD basis.

SMILES	C=C(F)/C=N\N
ΔE to the lowest compared entry with this formula, charge and spin	71.97	kcal/mol
orbital gap	0.3212	Eh

Cartesian coordinates (Å):
F: -0.313 1.436 -0.001
N: 0.525 0.281 2.004
N: 0.752 -0.892 1.407
C: -0.673 0.267 -2.004
C: -0.057 0.266 -0.666
C: 0.623 -0.869 0.098
H: 0.519 -0.008 2.888
H: 1.073 -1.690 -0.507
H: -0.764 -0.671 -2.714
H: -1.201 1.215 -2.214
H: -0.483 0.665 1.709


For the records above, the corresponding HOMO values read -8.686; -17.351; -8.594 eV.